Here is an isolated molecule of C17H31F3O from OMol25. Energies are from ωB97M-V/def2-TZVPD.

XYZ file:
```
52
Properties=species:S:1:pos:R:3:nbo_charge:R:1
C -10.21934 -2.59047 0.23322 -0.5996
C -8.79028 -2.14780 0.52210 -0.3872
C -8.49182 -0.76984 -0.06378 -0.3861
C -7.06202 -0.31904 0.22516 -0.3920
C -6.76817 1.05581 -0.37136 -0.3848
C -5.38392 1.59324 -0.00707 -0.3848
C -4.24027 0.80281 -0.63910 -0.3907
C -2.88184 1.43184 -0.33778 -0.3905
C -1.73835 0.63276 -0.95931 -0.3848
C -0.36419 1.27455 -0.76097 -0.3912
C 0.11768 1.22024 0.68762 -0.3916
C 1.48027 1.88186 0.89715 -0.3843
C 2.63236 1.11424 0.25200 -0.4008
C 3.98037 1.75154 0.58408 -0.3906
C 5.14173 1.01061 -0.07659 -0.5226
C 5.41751 -0.31513 0.55679 0.5190
O 4.96422 -0.75345 1.57115 -0.4726
C 6.44687 -1.15562 -0.26742 0.8844
F 6.77100 -2.30131 0.32295 -0.3032
F 5.95772 -1.44981 -1.48430 -0.3225
F 7.58362 -0.46676 -0.46808 -0.3231
H -10.41013 -3.57346 0.65775 0.2068
H -10.39353 -2.64010 -0.83955 0.1997
H -10.93031 -1.88745 0.66208 0.1997
H -8.62987 -2.12208 1.60249 0.1923
H -8.09296 -2.87660 0.10227 0.1924
H -9.19232 -0.04224 0.35353 0.1914
H -8.64989 -0.79641 -1.14473 0.1920
H -6.90717 -0.28268 1.30630 0.1922
H -6.36940 -1.05573 -0.18535 0.1941
H -7.52163 1.76074 -0.01049 0.1976
H -6.86035 1.00503 -1.45892 0.1923
H -5.27004 1.58716 1.07963 0.1923
H -5.31475 2.63253 -0.33889 0.1972
H -4.24608 -0.22105 -0.26174 0.1948
H -4.38742 0.75998 -1.72106 0.1919
H -2.75192 1.48690 0.74437 0.1939
H -2.86120 2.45260 -0.72758 0.1917
H -1.72855 -0.37438 -0.53607 0.1938
H -1.92637 0.53626 -2.03173 0.1979
H -0.40274 2.31590 -1.08988 0.1919
H 0.35177 0.75096 -1.39720 0.1976
H -0.60845 1.72863 1.32382 0.2009
H 0.17081 0.17837 1.01118 0.1950
H 1.45272 2.89857 0.49775 0.1925
H 1.67094 1.95352 1.97045 0.2014
H 2.62098 0.08414 0.61196 0.2062
H 2.50367 1.09602 -0.83176 0.1932
H 3.98432 2.78843 0.24396 0.2075
H 4.12671 1.74800 1.66536 0.2152
H 6.06618 1.59335 0.00206 0.2531
H 4.95432 0.85910 -1.14365 0.2411
```

Computed properties:
- strongest force on any atom (eV/A) = 0.75
- E_HOMO (eV) = -10.563
- energy relative to the best compared isomer or geometry (same formula, charge and spin) (eV) = 0.0255
- structure (SMILES) = CCCCCCCCCCCCCCCC(=O)C(F)(F)F
- E_LUMO (eV) = 0.693



Here is an isolated molecule of C5H11NO in a non-equilibrium geometry from OMol25. Energies are from ωB97M-V/def2-TZVPD.

XYZ file:
```
18
Properties=species:S:1:pos:R:3:nbo_charge:R:1
C 0.64058 0.83176 2.91407 -0.6138
C 0.57755 0.54832 1.39622 -0.4067
C -0.71018 -0.15154 0.92202 -0.2161
N -0.97924 0.07220 -0.49475 -0.6200
C -0.22620 -0.27706 -1.56902 0.6705
C 0.96606 -1.16215 -1.41610 -0.7219
O -0.56602 0.06751 -2.69323 -0.6270
H -0.00521 0.21289 3.52920 0.2054
H 1.68108 0.72234 3.22191 0.2130
H 0.40171 1.85830 3.05203 0.2089
H 0.59720 1.52732 0.92036 0.2059
H 1.49926 0.06940 1.07173 0.1970
H -0.64044 -1.21365 1.15792 0.1887
H -1.50178 0.32404 1.48356 0.2072
H -1.88038 0.45526 -0.71714 0.4055
H 1.45956 -1.17602 -0.45106 0.2166
H 1.59428 -1.08257 -2.26771 0.2489
H 0.60260 -2.20477 -1.49076 0.2377
```

Computed properties:
- strongest force on any atom (eV/A) = 1.97
- E_HOMO (eV) = -9.500
- energy relative to the best compared isomer or geometry (same formula, charge and spin) (eV) = 0.6075
- structure (SMILES) = CCCNC(C)=O
- E_LUMO (eV) = 0.911



Here is a structure of composition C7H18BrN2P in a non-equilibrium geometry from OMol25. Energies are from ωB97M-V/def2-TZVPD.

XYZ file:
```
29
Properties=species:S:1:pos:R:3:nbo_charge:R:1
C -2.29245 1.70962 -1.52531 -0.6335
C -1.19206 0.45224 -1.49903 -0.7600
P -1.39055 -0.49993 0.14243 0.9069
C -2.66313 -1.91290 -0.28214 -0.9472
N 0.10341 -1.31058 0.67080 -0.7363
C 0.60452 -0.82726 2.01177 -0.2384
C 1.52734 0.52639 1.96948 -0.2831
N 1.83990 1.04404 0.57860 -0.7110
C 2.15518 -0.03014 -0.44124 -0.2830
C 1.17627 -1.34378 -0.39156 -0.2486
H -3.28545 1.43215 -2.09236 0.2190
H -1.74801 2.63098 -2.04900 0.2299
H -2.53741 1.92040 -0.38661 0.2282
H -1.40671 -0.26022 -2.42244 0.2235
H -0.14749 0.95122 -1.67122 0.2336
H -3.72660 -1.43991 -0.04966 0.2446
H -2.57795 -2.19702 -1.43845 0.2186
H -2.48190 -2.85873 0.38365 0.2524
H -0.27758 -0.64324 2.76254 0.2382
H 1.24625 -1.71751 2.47611 0.2007
H 2.47284 0.35011 2.64627 0.2266
H 0.90092 1.38604 2.50525 0.2495
H 1.10859 1.73920 0.23920 0.4500
H 2.72704 1.62411 0.67727 0.4458
H 3.30258 -0.35241 -0.40973 0.2207
H 1.99863 0.46833 -1.51486 0.2217
H 0.66847 -1.62362 -1.41509 0.2253
H 1.88004 -2.27038 -0.12495 0.1998
Br 2.01529 3.05282 0.65028 -0.5939
```

Computed properties:
- strongest force on any atom (eV/A) = 18.03
- E_HOMO (eV) = -6.810
- E_LUMO (eV) = 0.600



Here is an isolated molecule of C3H6N2O in a non-equilibrium geometry from OMol25. Energies are from ωB97M-V/def2-TZVPD.

XYZ file:
```
12
Properties=species:S:1:pos:R:3:nbo_charge:R:1
N 2.29729 -0.26308 -1.56701 -0.3170
C 1.49710 -0.33410 -0.73288 0.2513
C 0.40724 -0.31429 0.27215 -0.1790
N 0.34650 0.92731 1.02211 -0.8153
C -0.91473 -0.58390 -0.49258 -0.0559
O -2.03623 -0.01074 0.11206 -0.6946
H 0.57573 -1.11626 0.99692 0.2332
H 1.08557 0.94068 1.71352 0.3777
H 0.46851 1.74048 0.42619 0.3659
H -0.80114 -0.24837 -1.53264 0.1662
H -1.08805 -1.66252 -0.50127 0.1917
H -1.83779 0.92479 0.28343 0.4758
```

Computed properties:
- strongest force on any atom (eV/A) = 1.19
- E_HOMO (eV) = -10.715
- energy relative to the best compared isomer or geometry (same formula, charge and spin) (eV) = 1.5404
- structure (SMILES) = N#C[C@@H](N)CO
- E_LUMO (eV) = 0.602



Here is a structure of composition C21H60AsF6O9 in a non-equilibrium geometry from OMol25. Energies are from ωB97M-V/def2-TZVPD.

XYZ file:
```
97
Properties=species:S:1:pos:R:3:mulliken_charge:R:1
As 1.14896 0.05756 -0.01604 2.0735
F 1.99975 -1.45664 -0.12366 -0.3223
F 1.85802 0.47139 -1.58827 -0.5972
F 0.31742 1.62445 0.02588 -0.5244
F 0.49442 -0.35970 1.54290 -0.4304
F 2.56454 0.79696 0.74446 -0.4339
F -0.18580 -0.73561 -0.82219 -0.4626
C -3.20718 4.35984 -1.18286 -1.6188
C -2.03231 3.80233 -0.40804 1.0056
C -1.87792 4.32437 1.02843 -0.9922
O -2.12477 2.38907 -0.39084 -0.4966
H -3.29359 5.44739 -1.18067 0.3864
H -4.14977 3.92692 -0.84578 0.3300
H -3.04905 4.08745 -2.22901 0.3444
H -1.09269 4.07129 -0.90816 -0.0715
H -2.81188 4.21967 1.58593 0.3295
H -1.59389 5.37822 1.00676 0.3636
H -1.12251 3.70808 1.51359 0.0148
H -1.22223 2.03165 -0.24146 0.4846
C -0.22938 -4.24600 -0.66696 -1.1173
C -0.33936 -4.07137 -2.18359 1.4166
C 0.89890 -3.40275 -2.75419 -1.0666
O -0.50722 -5.36041 -2.78299 -0.6132
H -1.18182 -4.55695 -0.22918 0.4327
H -0.00042 -3.31548 -0.14298 0.0119
H 0.51358 -4.98389 -0.35534 0.3137
H -1.22166 -3.45837 -2.35767 -0.5979
H 0.82474 -3.35188 -3.84369 0.4026
H 1.83817 -3.93594 -2.58595 0.3512
H 0.98377 -2.39007 -2.36326 -0.0022
H 0.24488 -5.87458 -2.47008 0.3799
C -1.69397 -1.30025 -4.15281 -0.5900
C -2.79115 -0.74223 -5.04116 0.4524
C -2.75706 0.78280 -5.00892 -1.4475
O -2.52490 -1.02920 -6.42453 -0.5859
H -1.86061 -0.99690 -3.11966 -0.0094
H -0.70165 -1.12180 -4.55416 0.3155
H -1.93404 -2.37083 -4.19305 0.2774
H -3.79905 -1.12459 -4.85373 0.2392
H -3.42403 1.20804 -5.76312 0.3672
H -1.74793 1.15178 -5.19705 0.3341
H -3.07646 1.26629 -4.08229 0.3363
H -2.57560 -1.98759 -6.52276 0.3196
C 1.69425 3.62916 2.74077 -0.8202
C 2.92726 2.92686 3.30971 0.3470
C 2.52210 1.73142 4.13423 -0.9508
O 3.90709 2.61132 2.32253 -0.6410
H 1.18833 2.88891 2.10902 -0.2251
H 1.90486 4.41736 2.01693 0.2675
H 1.03541 3.97333 3.53528 0.5115
H 3.46314 3.70464 3.86452 0.3264
H 2.13406 0.92490 3.50703 -0.0919
H 1.75531 1.93287 4.88563 0.3685
H 3.35037 1.29639 4.69890 0.3719
H 3.45755 2.11811 1.61352 0.4436
C -1.29469 -3.42955 3.06605 -0.9342
C -0.54890 -3.33672 4.42159 0.2210
C 0.90964 -2.96791 4.18782 -0.7740
O -1.25070 -2.34132 5.18129 -0.6215
H -2.37226 -3.30257 3.17919 0.3655
H -1.17327 -4.45757 2.71074 0.4611
H -0.96941 -2.68182 2.34269 -0.0443
H -0.65061 -4.28841 4.94093 0.3607
H 1.09525 -1.96145 3.81590 -0.0152
H 1.36120 -3.64298 3.45324 0.2295
H 1.46902 -3.15657 5.10738 0.3660
H -1.30477 -1.56623 4.59093 0.4522
C 2.31355 4.47612 -0.88857 -0.7199
C 2.82444 4.02646 -2.25268 0.2850
C 4.19498 3.37249 -2.21651 -1.3079
O 1.89521 3.10851 -2.79489 -0.5687
H 3.12248 4.77886 -0.21624 0.3940
H 1.79827 3.66360 -0.37785 -0.1195
H 1.64656 5.33272 -0.99731 0.2965
H 2.90391 4.87118 -2.94256 0.3482
H 4.97297 4.04670 -1.84420 0.4107
H 4.45638 3.06823 -3.22880 0.3198
H 4.22129 2.55002 -1.49637 0.2600
H 1.91102 2.27773 -2.29937 0.2680
C -2.63139 0.24976 2.99663 -0.3046
O -1.36502 -0.02100 3.59014 -0.5987
H -3.35559 0.22012 3.80561 0.3638
H -2.60201 1.20799 2.46899 0.1379
H -2.84951 -0.47931 2.20870 0.0124
H -0.68468 -0.03036 2.90510 0.2908
C -3.56399 -1.70561 -0.59211 0.0866
O -4.60541 -2.00765 0.31873 -0.5930
H -2.72063 -1.22072 -0.09328 -0.1080
H -3.17185 -2.63542 -1.00177 -0.0446
H -3.89890 -1.06387 -1.40972 0.3101
H -5.10288 -1.23094 0.57894 0.3130
C 3.42418 -4.10691 0.41856 0.0505
O 4.55032 -4.70687 1.08030 -0.6066
H 3.73051 -3.45209 -0.40015 0.1796
H 2.76895 -4.89267 0.05352 0.0665
H 2.96037 -3.42762 1.13403 -0.0303
H 4.68894 -4.22415 1.89539 0.3310
```

Computed properties:
- strongest force on any atom (eV/A) = 2.36
- E_HOMO (eV) = -7.410
- energy relative to the best compared isomer or geometry (same formula, charge and spin) (eV) = 2.3701
- charge = -1
- E_LUMO (eV) = 2.500



Number 1: total energy -28332.990 eV. Number 2: total energy -8901.090 eV. Number 3: total energy -89853.709 eV. Number 4: total energy -8235.158 eV. Number 5: total energy -118326.500 eV.